C44H88N4O24P4S4 | the ωB97M-V functional and the def2-TZVPD basis

Each line ends with the Mulliken charge.
Positions of all 168 atoms, in Å:
C  0.218  -3.603  3.336  0.246
C  0.768  -5.061  3.439  -1.059
C  2.175  -5.154  2.714  -0.297
S  3.062  -3.588  3.147  0.990
O  3.665  -3.015  1.975  -0.531
O  3.874  -3.765  4.313  -0.696
C  1.499  -2.602  3.596  0.210
H  -0.632  -3.367  3.976  0.289
H  -0.131  -3.549  2.305  -0.292
H  -0.003  -5.737  3.070  0.360
H  0.933  -5.270  4.496  0.497
H  1.916  -4.999  1.667  -0.205
H  2.827  -6.008  2.896  0.579
H  1.511  -1.735  2.935  -0.665
H  1.716  -2.318  4.626  0.556
C  -0.754  0.365  -5.969  -0.087
C  -0.317  1.116  -4.691  1.632
C  1.061  1.792  -4.943  -0.001
S  1.324  1.868  -6.760  1.003
O  2.224  0.851  -7.213  -0.545
O  1.540  3.254  -7.248  -0.709
C  -0.408  1.309  -7.082  -0.940
H  -1.834  0.211  -5.971  0.361
H  -0.178  -0.560  -5.990  -0.099
H  -0.178  0.547  -3.771  -1.032
H  -1.068  1.862  -4.431  -0.490
H  1.966  1.332  -4.546  0.091
H  1.054  2.839  -4.640  0.005
H  -0.424  1.092  -8.150  0.521
H  -0.967  2.238  -6.969  0.301
C  -5.418  3.056  -1.093  -0.622
C  -3.998  2.996  -0.586  0.705
C  -4.069  2.700  0.918  -0.860
S  -5.213  1.332  1.047  0.983
O  -5.979  1.374  2.301  -0.724
O  -4.539  0.100  0.561  -0.364
C  -6.255  2.023  -0.319  -1.005
H  -5.524  2.910  -2.168  0.082
H  -5.832  4.050  -0.927  0.380
H  -3.357  3.865  -0.738  0.590
H  -3.449  2.177  -1.049  -0.766
H  -4.492  3.565  1.429  0.532
H  -3.151  2.547  1.486  0.169
H  -6.981  2.598  0.256  0.369
H  -6.771  1.275  -0.921  0.490
C  1.208  2.933  6.050  -0.623
C  1.195  2.634  7.575  -0.725
C  -0.302  2.328  7.934  -0.945
S  -1.061  1.527  6.437  1.264
O  -2.309  2.266  6.154  -0.712
O  -1.072  0.091  6.492  -0.583
C  0.302  1.996  5.300  0.149
H  2.267  3.013  5.809  0.194
H  0.942  3.981  5.909  0.364
H  1.405  3.497  8.207  0.377
H  1.695  1.767  8.006  0.315
H  -0.832  3.280  7.971  0.373
H  -0.471  1.797  8.871  0.466
H  -0.124  2.428  4.395  0.234
H  0.717  1.024  5.033  -0.079
C  3.262  -3.568  -1.364  -0.031
O  2.626  -3.563  -2.654  -0.391
P  2.674  -2.276  -3.659  0.952
O  3.409  -1.139  -3.076  -0.643
O  3.201  -2.938  -5.089  -0.380
C  2.793  -2.317  -6.325  -0.486
O  1.086  -2.087  -3.910  0.151
C  0.260  -3.221  -4.372  -0.834
H  2.621  -3.706  -0.493  -0.309
H  3.866  -2.697  -1.112  0.202
H  3.951  -4.412  -1.392  0.327
H  2.526  -3.163  -6.958  0.293
H  3.644  -1.751  -6.703  0.306
H  1.977  -1.594  -6.316  0.093
H  -0.182  -2.891  -5.312  0.321
H  -0.507  -3.365  -3.611  0.126
H  0.796  -4.165  -4.469  0.351
C  -1.511  -0.070  3.073  -0.616
O  -0.323  0.167  2.413  -0.405
P  -0.130  -0.243  0.873  -0.074
O  0.223  -1.685  0.679  0.513
O  -1.489  0.234  0.147  1.337
C  -1.819  -0.216  -1.145  -0.783
O  1.012  0.798  0.243  -0.392
C  1.497  0.606  -1.095  0.941
H  -2.329  -0.470  2.474  -0.126
H  -1.940  0.724  3.684  0.210
H  -1.293  -0.810  3.843  0.261
H  -1.673  0.494  -1.960  -0.360
H  -2.845  -0.582  -1.138  0.358
H  -1.207  -1.062  -1.456  0.118
H  1.380  1.529  -1.662  -0.316
H  0.946  -0.176  -1.619  -0.422
H  2.518  0.250  -0.962  -0.479
C  -2.932  -3.116  0.506  -0.079
O  -2.945  -4.441  0.980  -0.400
P  -2.117  -5.710  0.339  0.804
O  -2.636  -6.175  -0.950  -0.780
O  -0.509  -5.291  0.428  -0.058
C  0.143  -4.825  -0.748  -0.143
O  -2.216  -6.742  1.577  -0.282
C  -2.847  -7.967  1.403  -0.877
H  -2.335  -3.012  -0.400  0.222
H  -2.765  -2.443  1.346  -0.283
H  -3.959  -2.974  0.169  0.492
H  0.859  -5.550  -1.136  0.504
H  0.670  -3.889  -0.566  -0.540
H  -0.515  -4.789  -1.617  0.464
H  -3.745  -8.048  2.015  0.286
H  -2.252  -8.854  1.623  0.274
H  -3.251  -8.143  0.406  0.335
C  4.281  4.697  0.176  -0.264
O  4.475  4.750  1.554  -0.425
P  4.505  3.417  2.498  0.358
O  4.335  3.744  3.974  -0.738
O  3.404  2.444  1.846  0.468
C  2.977  1.311  2.552  -0.278
O  5.938  2.735  2.113  -0.129
C  7.191  3.212  2.657  -0.899
H  3.351  5.199  -0.092  0.243
H  4.304  3.659  -0.155  -0.053
H  5.032  5.259  -0.378  0.322
H  1.903  1.197  2.701  -0.421
H  3.394  1.293  3.559  0.631
H  3.322  0.424  2.021  0.419
H  7.044  3.521  3.691  0.354
H  7.568  4.001  2.007  0.296
H  7.779  2.300  2.764  0.280
N  -4.557  2.594  -5.321  0.068
C  -5.821  2.231  -5.741  -0.508
C  -6.381  1.298  -4.883  -0.974
C  -5.434  1.051  -3.963  -0.365
C  -4.326  1.845  -4.219  -0.430
H  -3.961  3.319  -5.695  0.232
H  -6.212  2.665  -6.649  0.434
H  -7.405  0.997  -5.047  0.422
H  -5.358  0.392  -3.110  0.711
H  -3.419  2.048  -3.669  0.359
N  5.380  0.370  -1.647  0.331
C  6.360  0.541  -2.559  -0.319
C  7.326  1.316  -1.945  -1.110
C  6.848  1.767  -0.692  -0.163
C  5.599  1.116  -0.531  -0.547
H  4.520  -0.146  -1.767  0.219
H  6.326  -0.048  -3.463  0.474
H  8.282  1.636  -2.331  0.399
H  7.316  2.415  0.034  0.448
H  4.862  1.075  0.258  0.313
N  -0.268  4.929  -3.612  0.128
C  0.958  4.984  -2.974  -1.307
C  0.928  4.192  -1.790  -0.611
C  -0.339  3.780  -1.700  0.326
C  -1.066  4.140  -2.863  -1.299
H  -0.502  5.327  -4.511  0.236
H  1.723  5.538  -3.498  0.420
H  1.765  4.016  -1.130  0.623
H  -0.623  3.177  -0.850  0.808
H  -2.080  3.860  -3.109  0.712
N  -3.521  -1.888  5.818  0.184
C  -3.629  -2.527  4.626  -1.009
C  -4.527  -1.825  3.890  -0.302
C  -5.000  -0.703  4.659  -0.744
C  -4.315  -0.845  5.877  -0.606
H  -2.980  -2.218  6.604  0.255
H  -3.146  -3.488  4.535  0.654
H  -4.725  -1.949  2.835  0.630
H  -5.791  -0.003  4.434  0.526
H  -4.248  -0.285  6.798  0.443

The calculation puts the HOMO-LUMO gap at 0.2748 Eh. As for the LUMO energy: -0.20 eV. Its SMILES is COP(=O)(OC)OC.COP(=O)(OC)OC.COP(=O)(OC)OC.COP(=O)(OC)OC.O=S1(=O)CCCC1.O=S1(=O)CCCC1.O=S1(=O)CCCC1.O=S1(=O)CCCC1.c1cc[nH]c1.c1cc[nH]c1.c1cc[nH]c1.c1cc[nH]c1. As for the total charge: 0. The HOMO energy is -7.68 eV.

***

C14H23EuN2PS | the ωB97M-V functional and the def2-TZVPD basis

Each line ends with the Löwdin spin population.
Positions of all 42 atoms, in Å:
C  -0.518  0.103  -3.736  0.000
C  0.611  -0.512  -3.178  0.000
C  0.670  -0.748  -1.788  -0.001
C  -0.383  -0.318  -1.000  -0.019
C  -1.530  0.232  -1.537  -0.001
C  -1.608  0.455  -2.920  -0.001
C  1.861  -1.490  -1.208  0.002
C  2.382  -1.095  0.214  -0.002
N  2.771  0.245  0.398  0.000
Eu  -0.170  -1.752  0.944  7.034
C  -2.681  0.573  -0.617  0.000
P  -2.034  0.545  1.124  -0.004
H  1.454  -0.808  -3.800  0.000
H  -2.500  0.914  -3.334  0.000
H  -0.555  0.304  -4.791  0.000
H  -3.484  -0.183  -0.671  0.000
H  -3.099  1.570  -0.825  0.000
H  1.685  -2.594  -1.220  0.001
H  2.725  -1.350  -1.885  0.001
H  1.771  -1.226  1.199  0.001
C  -3.567  0.937  2.023  -0.001
C  -1.219  2.187  1.119  -0.001
H  3.210  -1.792  0.463  0.000
C  2.451  1.356  -0.450  0.000
C  3.739  0.457  1.445  0.000
H  -0.212  -1.730  3.532  0.000
H  3.208  2.122  -0.207  0.000
H  2.522  1.140  -1.528  0.000
H  1.449  1.775  -0.232  0.000
H  4.372  1.310  1.157  0.000
H  3.255  0.687  2.411  0.000
H  4.382  -0.422  1.585  0.000
H  -1.963  2.967  0.900  0.000
H  -0.786  2.346  2.117  0.000
H  -0.414  2.218  0.373  0.000
H  -4.084  1.792  1.567  0.000
H  -4.216  0.052  2.007  0.000
H  -3.308  1.168  3.064  0.000
H  0.133  -1.058  3.431  0.001
S  -2.891  -3.047  0.114  -0.003
C  -2.098  -3.566  1.422  -0.003
N  -1.329  -3.766  2.322  -0.003

The calculation puts the HOMO-LUMO gap (alpha / beta) at 0.2694 / 0.2788 Eh. As for the LUMO energy (alpha / beta): 0.15 / 0.13 eV. Its spin multiplicity is 8. As for the total charge: 0. The HOMO energy (alpha / beta) is -7.18 / -7.45 eV.

***

Looking at E for the records above, in order, we have -182655.5222; -57321.4299 eV.
Looking at strongest force on any atom for the records above, in order, we have 4.87; 3.46 eV/A.